Computed, not measured: a cluster of 2 separate species, C20H38N3O3 in total at a distorted geometry, with ωB97M-V/def2-TZVPD.

E_LUMO = 2.737 eV
orbital gap = 5.5 eV
HOMO = -2.72 eV
net charge = -1
electronic energy = -1174.7264 Eh

Atoms and positions in Å:
C  0.3428  -0.0602  -1.8851
O  1.1723  0.4698  -2.9011
C  2.5523  0.5141  -2.6210
C  3.1388  1.3351  -3.7648
C  2.4830  2.7195  -3.8326
C  2.9479  3.7025  -2.7341
C  1.8772  4.7319  -2.3211
C  1.1405  4.4179  -1.0001
C  -0.2111  3.7182  -1.0429
C  -0.6816  3.4094  0.4003
N  -2.0522  3.0825  0.5846
C  -2.3393  1.7731  0.4055
C  -2.0088  0.7675  1.3821
C  -2.3539  -0.5581  1.1820
N  -2.9987  -1.0405  0.1105
C  -3.3137  -0.1224  -0.8186
C  -3.0193  1.2328  -0.7226
H  -0.6762  -0.0145  -2.2629
H  0.4183  0.5440  -0.9731
H  0.6075  -1.0976  -1.6379
H  2.9660  -0.5060  -2.6100
H  2.7463  0.9712  -1.6386
H  2.9500  0.7700  -4.6844
H  4.2280  1.4252  -3.6631
H  1.4027  2.5670  -3.7925
H  2.7205  3.1971  -4.7927
H  3.8185  4.2231  -3.1530
H  3.2905  3.1859  -1.8290
H  2.3498  5.7120  -2.1965
H  1.1625  4.8267  -3.1506
H  1.0160  5.3680  -0.4645
H  1.7863  3.7721  -0.3862
H  -0.1027  2.7809  -1.6106
H  -0.9856  4.3175  -1.5389
H  -0.0238  2.5857  0.7764
H  -0.4383  4.3058  0.9995
H  -1.4914  1.0743  2.2886
H  -2.1021  -1.2977  1.9469
H  -3.8293  -0.4987  -1.6985
H  -3.3089  1.9079  -1.5272
C  -0.8519  -6.1134  3.1377
O  -1.8056  -5.2388  2.5855
C  -2.3075  -4.2499  3.4753
C  -1.7978  -2.8686  3.1352
N  -0.3761  -2.7450  3.4144
C  0.2440  -1.5198  2.9220
C  0.1943  -1.2274  1.4298
O  0.9922  -2.0860  0.6347
C  0.4111  -3.3277  0.3025
H  -0.7188  -6.9305  2.4304
H  0.1207  -5.6341  3.3008
H  -1.1947  -6.5260  4.0933
H  -2.0500  -4.5086  4.5084
H  -3.3967  -4.2527  3.3837
H  -2.3414  -2.1426  3.7489
H  -2.0554  -2.6651  2.0870
H  0.1082  -3.5424  3.0227
H  1.2955  -1.5411  3.2205
H  -0.2164  -0.6730  3.4424
H  0.6040  -0.2255  1.2835
H  -0.8314  -1.2031  1.0412
H  -0.6740  -3.2451  0.1878
H  0.6297  -4.1073  1.0417
H  0.8369  -3.6393  -0.6518

Forces on the atoms, in the same order (eV/Å):
0.25 -0.08 0.07
-0.18 -0.18 -0.01
-0.20 0.01 -0.25
0.17 0.07 0.14
0.21 0.07 0.05
-0.09 -0.01 -0.22
-0.05 -0.10 -0.03
0.10 0.08 -0.06
-0.01 -0.27 -0.21
0.13 0.01 0.62
-0.41 -0.35 -1.00
0.26 -0.25 0.69
-0.41 0.33 -0.60
-1.57 1.14 0.43
-0.01 -0.01 0.01
0.20 0.46 0.27
-0.40 -0.24 -0.12
-0.02 0.00 0.13
-0.09 -0.04 0.00
-0.02 0.15 -0.06
0.05 0.09 0.08
-0.08 0.00 -0.06
-0.01 0.15 0.02
-0.08 -0.03 0.07
0.08 0.13 0.02
-0.18 -0.19 0.03
0.01 -0.02 0.26
-0.01 -0.08 -0.18
0.02 -0.07 -0.12
0.01 0.12 0.17
0.01 -0.19 0.11
0.09 0.30 0.04
-0.20 0.11 0.03
0.16 0.00 0.06
0.18 0.21 0.00
0.06 -0.08 -0.04
-0.06 -0.02 -0.07
-0.99 1.63 -0.64
0.01 -0.01 -0.02
0.06 -0.09 0.15
-0.04 0.00 0.00
0.07 -0.05 -0.04
-0.09 0.01 0.16
0.13 -0.68 0.17
0.06 -0.19 0.03
0.08 0.08 0.09
0.55 -0.30 -0.36
0.57 -0.40 0.10
-0.06 0.15 -0.06
0.02 -0.01 -0.01
-0.01 0.01 0.03
0.01 -0.02 0.00
0.02 0.01 0.02
0.01 -0.03 -0.02
-0.01 0.03 -0.02
0.03 -0.93 0.33
-0.02 0.05 -0.07
0.00 0.03 0.05
-0.02 0.00 0.01
-0.03 0.04 -0.05
1.82 -0.51 -0.11
-0.03 -0.01 0.00
-0.02 0.01 0.01
0.01 -0.04 -0.03

---

Computed, not measured: the molecule C20H24N4O3S2 at a distorted geometry, with ωB97M-V/def2-TZVPD.

energy above the lowest of the compared OMol25 structures with the same formula, charge and spin = 0.0 kcal per mole
E_LUMO = 0.504 eV
SMILES = COC(=O)CSc1nnc2n(C3CCCCC3)c(=O)c3c4c(sc3n12)CCCC4
orbital gap = 8.7 eV
HOMO = -8.18 eV
electronic energy = -2017.6959 Eh

Atoms and positions in Å:
C  1.1017  -7.8638  1.1585
O  1.3399  -6.6089  0.5299
C  0.5515  -5.6034  0.9135
O  -0.3205  -5.6970  1.7319
C  0.9105  -4.3376  0.1738
S  -0.2185  -3.0205  0.7172
C  0.5937  -1.7219  -0.0996
N  1.6773  -1.8031  -0.8192
N  1.9875  -0.5727  -1.2731
C  1.0857  0.2572  -0.8258
N  0.9969  1.5972  -1.0318
C  2.0465  2.1975  -1.8658
C  2.8554  3.2312  -1.0838
C  3.9858  3.7586  -1.9621
C  3.4238  4.3745  -3.2395
C  2.5961  3.3479  -4.0063
C  1.4622  2.8196  -3.1332
C  -0.0254  2.3685  -0.4894
O  -0.0901  3.5655  -0.6867
C  -0.9901  1.6229  0.3158
C  -2.1377  2.1518  0.9816
C  -2.8375  1.1948  1.6451
S  -2.1368  -0.3988  1.4820
C  -0.8817  0.2624  0.5090
N  0.1525  -0.4195  -0.0589
C  -4.0824  1.4237  2.4294
C  -4.2266  2.9174  2.7277
C  -3.9942  3.7329  1.4581
C  -2.5486  3.5880  0.9877
H  0.0864  -8.2051  0.9482
H  1.2267  -7.7751  2.2393
H  1.8320  -8.5525  0.7426
H  0.8119  -4.4738  -0.9032
H  1.9339  -4.0294  0.3880
H  2.6983  1.3625  -2.1413
H  2.2017  4.0529  -0.7902
H  3.2612  2.7700  -0.1805
H  4.5601  4.5041  -1.4093
H  4.6587  2.9372  -2.2189
H  2.7917  5.2264  -2.9809
H  4.2398  4.7379  -3.8672
H  2.1814  3.8011  -4.9085
H  3.2368  2.5169  -4.3105
H  0.7960  3.6378  -2.8584
H  0.8846  2.0680  -3.6761
H  -4.0572  0.8455  3.3557
H  -4.9453  1.0753  1.8521
H  -5.2217  3.1139  3.1292
H  -3.4931  3.2095  3.4815
H  -4.2143  4.7851  1.6421
H  -4.6695  3.3788  0.6766
H  -2.4142  4.0074  -0.0100
H  -1.8774  4.1386  1.6533

Forces on the atoms, in the same order (eV/Å):
-0.19 -0.24 0.25
0.21 0.22 -0.26
0.07 0.18 -0.13
-0.15 -0.09 0.14
-0.16 0.30 0.04
-0.12 -0.31 0.20
0.19 -0.28 -0.11
-0.54 -0.93 0.53
0.28 1.29 -0.44
-0.05 -0.96 0.23
-0.10 0.33 0.00
0.06 0.44 -0.13
0.17 -0.16 -0.02
-0.16 0.19 0.06
0.22 -0.22 -0.10
-0.15 0.20 0.07
0.12 -0.18 -0.11
0.06 -0.19 -0.01
-0.06 0.16 0.04
-0.06 -0.77 0.20
-0.09 -0.20 0.15
0.29 -0.14 -0.21
0.12 0.52 -0.17
-0.65 0.66 0.29
0.96 -0.04 -0.64
-0.16 0.00 0.16
-0.17 -0.07 -0.17
0.19 0.04 0.22
-0.21 0.16 -0.11
0.09 0.00 0.02
0.00 -0.03 -0.09
-0.04 0.05 0.01
0.11 -0.07 0.06
-0.02 -0.13 -0.06
-0.08 0.17 0.02
0.02 -0.03 0.05
-0.03 0.00 0.05
0.08 -0.05 0.01
0.11 -0.02 -0.01
-0.02 0.10 -0.01
-0.02 0.09 -0.01
0.03 -0.07 -0.06
0.05 -0.03 -0.09
-0.03 -0.05 -0.03
-0.05 -0.01 0.01
-0.07 0.00 0.01
-0.03 0.00 0.07
0.03 0.00 0.07
0.01 0.02 0.08
-0.05 0.00 -0.06
-0.07 0.03 -0.06
0.03 0.04 0.10
0.01 0.08 -0.07

---

Computed, not measured: the molecule C9H12N2 at a distorted geometry, with ωB97M-V/def2-TZVPD.

energy above the lowest of the compared OMol25 structures with the same formula, charge and spin = 86.2 kcal per mole
E_LUMO = 0.820 eV
SMILES = Cn1cccc/c1=N/C1CC1
orbital gap = 8.4 eV
HOMO = -7.55 eV
electronic energy = -459.5501 Eh

Atoms and positions in Å:
C  0.1470  1.7809  0.1805
N  0.9450  0.6324  -0.1665
C  2.2918  0.8879  -0.2303
C  3.2664  -0.0480  -0.2064
C  2.8578  -1.4022  0.0015
C  1.5708  -1.6573  0.2916
C  0.4760  -0.6325  0.1573
N  -0.6622  -1.2075  0.1289
C  -1.6993  -0.2751  -0.2534
C  -3.0603  -0.8439  -0.6417
C  -2.9379  0.1157  0.5540
H  -0.2458  2.2520  -0.7582
H  -0.6879  1.5484  0.8470
H  0.7336  2.5180  0.7518
H  2.5861  1.9113  -0.3327
H  4.2850  0.2800  -0.1469
H  3.6817  -2.1493  0.0743
H  1.1445  -2.6409  0.4818
H  -1.3564  0.3964  -1.0212
H  -3.3526  -1.9241  -0.3212
H  -3.5540  -0.4960  -1.5601
H  -3.0164  -0.1960  1.6215
H  -3.4129  1.1496  0.5486

Forces on the atoms, in the same order (eV/Å):
-0.86 1.75 -0.35
-0.55 0.16 1.08
1.38 -0.63 -0.38
-1.17 0.70 0.22
0.90 -0.78 0.90
-0.41 0.32 -0.49
3.23 -3.24 -0.52
-1.76 2.26 0.70
-1.72 -1.24 -1.03
-0.84 -1.39 1.67
-0.26 1.08 0.54
0.19 -0.11 0.98
0.18 -0.25 -0.39
0.06 -0.24 -0.44
-0.28 0.53 0.02
0.31 -0.07 -0.34
-1.05 0.31 -0.15
0.43 0.17 0.06
-0.15 0.53 -0.04
0.90 1.97 -0.82
0.31 -0.08 0.57
0.19 -0.56 -1.16
0.99 -1.18 -0.66

---

Computed, not measured: a structure of composition C3H3InO4 at a distorted geometry, with ωB97M-V/def2-TZVPD.

E_LUMO (alpha / beta) = -12.548 / -14.047 eV
orbital gap (alpha / beta) = 8.3 / 5.6 eV
HOMO (alpha / beta) = -20.81 / -19.60 eV
net charge = +2
electronic energy = -606.3262 Eh

Atoms and positions in Å:
O  -2.1431  0.3322  1.0882
C  -2.3649  -0.0519  -0.0312
C  -1.3140  -0.0335  -1.1124
H  -3.3959  -0.2976  -0.3688
H  -1.1509  -1.0690  -1.4453
H  -1.6671  0.5871  -1.9482
O  0.6642  -1.4158  0.1380
C  0.9001  -0.3297  -0.4476
O  -0.1138  0.5276  -0.5950
O  2.0331  0.2238  -0.3113
In  1.9787  -0.4920  1.4861

Forces on the atoms, in the same order (eV/Å):
-0.45 -0.61 -0.97
-0.36 0.93 0.81
1.25 0.00 -0.12
-0.21 -0.24 0.30
-0.39 0.03 -0.01
-0.24 -0.03 0.21
-1.01 -1.47 -0.98
-0.84 1.27 1.43
-0.66 -0.03 -2.43
0.53 1.45 -3.05
2.38 -1.31 4.82

---

Computed, not measured: a structure of composition C36H40CdN4OS3 at a distorted geometry, with ωB97M-V/def2-TZVPD.

energy above the lowest of the compared OMol25 structures with the same formula, charge and spin = 12.8 kcal per mole
E_LUMO = 4.128 eV
orbital gap = 5.8 eV
HOMO = -1.70 eV
net charge = -2
electronic energy = -3052.3475 Eh

Atoms and positions in Å:
Cd  -1.2962  -1.1002  -1.8527
C  -0.2708  2.1167  -1.1243
C  -0.3222  1.3919  0.1836
N  -0.6323  0.1424  0.1390
N  -0.7500  -0.5268  1.3771
C  -1.2904  -1.6943  1.2878
S  -1.9280  -2.6235  0.0193
S  -1.3833  -2.5874  2.8451
C  -1.5804  -1.2706  4.0778
C  -0.3779  -0.8180  4.8864
C  0.4239  0.2265  4.4387
C  1.4668  0.7742  5.1608
C  1.7843  0.1889  6.3521
C  1.0492  -0.8875  6.8857
C  -0.0326  -1.3949  6.1260
C  -0.1769  2.2274  1.3777
C  0.8588  3.1038  1.5150
C  0.9565  4.0909  2.4970
C  -0.1144  4.2064  3.3873
C  -1.2191  3.3713  3.2583
C  -1.3297  2.3389  2.2841
O  -2.3282  1.6032  2.2205
H  0.1661  1.4954  -1.9440
H  0.2690  3.0519  -1.1303
H  -1.3306  2.2853  -1.4002
H  -2.4192  -1.5695  4.7465
H  -1.9956  -0.3994  3.5621
H  0.2068  0.6207  3.4193
H  1.9210  1.6467  4.7689
H  2.5156  0.6620  7.0016
H  1.2407  -1.3902  7.8455
H  -0.6552  -2.2368  6.5177
H  1.7385  3.0160  0.8786
H  1.8274  4.7143  2.5231
H  -0.0962  4.9953  4.1885
H  -2.0741  3.5273  3.9531
C  -0.0975  -2.0290  -3.5659
C  0.2764  -0.7665  -4.2364
C  1.5726  -0.4607  -3.8393
C  2.1130  -1.5605  -3.0425
C  1.0967  -2.4855  -2.8673
C  1.2341  -3.8816  -2.3411
C  3.5058  -1.5111  -2.4690
C  2.3695  0.7842  -4.1980
C  -0.6509  -0.0523  -5.2145
C  -1.0864  -3.0208  -4.1037
H  0.4240  -4.1583  -1.7233
H  2.0808  -4.0220  -1.6604
H  1.3285  -4.6306  -3.1601
H  3.7378  -0.5297  -2.0322
H  4.2696  -1.5936  -3.2449
H  3.6990  -2.2708  -1.6953
H  3.3719  0.5189  -4.6235
H  2.5672  1.4238  -3.3289
H  1.8145  1.4179  -4.9586
H  -0.1923  0.8582  -5.5737
H  -1.6023  0.1716  -4.7758
H  -0.8423  -0.7335  -6.0637
H  -1.3655  -3.7558  -3.3592
H  -0.6951  -3.5433  -4.9759
H  -2.0507  -2.5209  -4.3868
C  -2.8306  0.2826  -2.6437
C  -3.3799  1.2854  -3.0405
C  -3.7721  2.5995  -3.4961
C  -5.1134  2.9395  -3.6424
C  -5.4538  4.2076  -4.1247
C  -4.4749  5.1394  -4.4290
C  -3.1232  4.7960  -4.2364
C  -2.7724  3.5550  -3.7782
H  -5.8825  2.2094  -3.4146
H  -6.5116  4.4539  -4.2901
H  -4.7898  6.1072  -4.7350
H  -2.3952  5.5438  -4.4038
H  -1.7552  3.3397  -3.5755
C  1.6462  -3.6616  4.0816
N  2.4564  -3.8815  2.8592
C  3.7748  -3.9923  2.8431
N  4.4348  -3.7102  4.0066
S  4.6289  -4.4433  1.4601
H  0.6319  -4.0538  3.9159
H  1.4345  -2.6081  4.3386
H  2.1405  -4.1784  4.8974
H  2.0025  -4.0217  1.9704
H  3.9934  -3.1188  4.7150
H  5.4110  -3.7358  3.8894

Forces on the atoms, in the same order (eV/Å):
-0.13 0.63 0.25
-0.21 -0.90 -1.36
0.19 -0.43 0.15
-0.12 -0.10 0.21
0.16 -0.20 -0.98
0.65 0.97 1.05
-0.31 -0.76 -0.53
-0.23 0.04 0.13
-0.62 0.58 0.61
0.37 -0.49 0.61
-0.74 0.33 -2.03
-1.00 -0.96 -0.31
0.22 -0.22 2.23
-0.91 -0.58 -1.12
-0.19 -0.02 0.34
-1.52 -0.16 0.57
1.49 0.74 0.10
-0.43 -0.59 -0.03
-0.42 0.41 0.42
0.02 1.27 1.33
0.59 -0.12 -0.25
-0.73 -0.41 -0.09
-0.35 0.19 0.55
0.04 0.27 0.41
0.47 0.15 0.02
0.72 -0.18 -0.20
0.24 0.00 -0.32
0.05 -0.20 0.95
0.68 0.62 -0.16
0.25 -0.15 -0.12
0.25 0.61 -0.42
0.61 0.74 -0.28
-0.21 -0.08 -0.32
0.28 0.27 0.18
-0.08 -0.82 -0.80
0.60 -0.34 -0.60
0.94 0.61 0.04
-0.32 -0.49 0.52
0.33 -0.26 -0.34
-0.67 1.02 -0.14
0.39 -0.01 -0.54
1.01 -0.06 -0.28
-0.01 0.06 0.20
-0.26 0.04 -0.80
1.05 -1.11 0.14
-1.08 0.75 -0.35
-1.37 -0.37 0.52
0.28 0.23 -0.34
-0.07 0.36 0.39
-0.30 -0.10 0.20
0.08 -0.36 -0.19
-0.11 0.19 -0.31
-0.73 0.20 0.21
-0.05 -0.03 -0.01
0.68 -0.71 0.82
0.04 0.28 -0.22
-0.54 0.24 0.31
0.08 0.33 0.06
0.06 -0.32 0.21
0.00 -0.20 -0.28
0.75 -0.36 0.00
0.33 -0.82 0.34
-0.23 1.29 -0.36
0.26 -0.75 0.31
-0.05 0.52 -0.47
-0.40 -0.30 -0.06
0.32 -1.02 0.52
-1.48 0.33 -0.04
-1.05 -0.13 0.09
0.13 0.05 0.01
0.44 -0.06 0.18
0.07 0.73 -0.36
0.83 0.58 -0.20
0.78 -0.42 0.05
-0.34 0.11 -0.78
-0.95 0.24 0.77
0.44 0.25 -0.11
-1.47 0.00 0.21
0.00 -0.05 0.18
0.57 -0.19 0.02
0.67 -0.27 -0.27
-0.11 -0.06 0.23
-0.13 0.04 0.08
0.47 -0.33 -0.52
1.05 0.23 0.18

---

Computed, not measured: a structure of composition C3H4Br2Na5O3 at a distorted geometry, with ωB97M-V/def2-TZVPD.

energy above the lowest of the compared OMol25 structures with the same formula, charge and spin = 22.2 kcal per mole
E_LUMO = -11.465 eV
orbital gap = 5.9 eV
HOMO = -17.33 eV
net charge = +3
electronic energy = -6301.2129 Eh

Atoms and positions in Å:
Na  1.5236  -2.3351  1.9765
Na  -0.3121  2.7817  0.3070
Na  2.7307  0.4370  0.0202
Na  0.0004  1.9110  4.4449
Na  2.1647  -1.2248  4.6512
C  0.1020  0.2193  2.1133
O  -0.3495  1.4136  2.2579
O  0.1766  -0.5892  3.1179
O  0.4859  -0.1470  0.9361
Br  -2.9371  0.6531  -2.4963
C  -1.3908  -0.4708  -2.0090
C  -0.2771  -0.1409  -2.9548
Br  1.3459  -1.1374  -2.3554
H  -1.6665  -1.5224  -2.0516
H  -1.1841  -0.2883  -0.9566
H  0.0680  0.8863  -3.0224
H  -0.4805  -0.4463  -3.9787

Forces on the atoms, in the same order (eV/Å):
-1.27 -0.05 -0.90
-0.61 -0.31 0.22
-0.52 -0.21 -0.66
-0.71 0.02 -0.18
-0.49 0.14 0.62
-0.12 0.79 -1.05
0.42 0.24 0.44
1.63 -0.36 0.92
1.37 -0.33 0.39
0.51 -0.34 0.21
-0.58 0.20 0.27
0.43 -0.06 -0.14
0.10 0.12 -0.06
-0.20 0.10 -0.41
0.23 0.30 -0.14
-0.29 0.11 0.36
0.09 -0.34 0.10